Below is the molecule C17H19NOS, with properties calculated with wB97M-V/def2-TZVPD.

Results
**SMILES**: Cc1ccccc1CSCCNC(=O)c1ccccc1
**Net charge**: 0
**Energy above the lowest of the compared OMol25 structures with the same formula, charge and spin**: 1.3 kcal/mol

Geometry (Å):
C: 0.643 -2.827 0.503
C: -0.133 -2.338 -0.680
C: 0.515 -2.109 -1.887
C: -0.174 -1.682 -3.008
C: -1.543 -1.494 -2.940
C: -2.202 -1.714 -1.745
C: -1.514 -2.121 -0.606
C: -2.266 -2.313 0.671
S: -1.811 -1.109 1.988
C: -2.663 0.418 1.474
C: -2.097 1.047 0.201
N: -0.659 1.059 0.195
C: 0.072 2.196 0.264
O: -0.431 3.303 0.295
C: 1.548 1.975 0.292
C: 2.155 0.911 -0.367
C: 3.529 0.760 -0.317
C: 4.306 1.664 0.389
C: 3.708 2.733 1.035
C: 2.336 2.893 0.980
H: 1.707 -2.856 0.279
H: 0.486 -2.192 1.373
H: 0.322 -3.834 0.773
H: 1.582 -2.276 -1.949
H: 0.354 -1.506 -3.933
H: -2.095 -1.176 -3.811
H: -3.274 -1.579 -1.694
H: -2.043 -3.280 1.123
H: -3.341 -2.226 0.520
H: -3.725 0.200 1.362
H: -2.520 1.083 2.325
H: -2.454 0.503 -0.679
H: -2.425 2.088 0.135
H: -0.204 0.163 0.283
H: 1.562 0.216 -0.945
H: 3.998 -0.064 -0.835
H: 5.378 1.538 0.429
H: 4.313 3.445 1.577
H: 1.851 3.726 1.467

=====

Below is C7H26N2P2STl as an isolated structure at a distorted geometry, with properties calculated with wB97M-V/def2-TZVPD.

Results
**Net charge**: +1

Geometry (Å):
Tl: 0.091 -0.270 -0.301
H: -0.179 0.225 1.734
H: -1.149 0.467 1.242
P: 2.237 -0.936 0.941
P: -2.182 0.167 -1.401
C: -2.174 1.634 -2.356
H: -3.094 1.572 -2.937
H: -2.184 2.526 -1.725
H: -1.312 1.682 -3.028
C: -2.176 -1.252 -2.475
H: -2.167 -2.194 -1.917
H: -3.102 -1.158 -3.037
H: -1.321 -1.243 -3.158
C: -3.591 0.095 -0.356
H: -3.648 0.971 0.293
H: -4.431 0.092 -1.050
H: -3.614 -0.812 0.255
C: 2.642 -2.332 -0.084
H: 3.561 -2.718 0.354
H: 1.864 -3.103 -0.066
H: 2.816 -2.037 -1.122
C: 3.498 0.269 0.839
H: 3.281 1.137 1.466
H: 4.383 -0.250 1.206
H: 3.663 0.604 -0.188
C: 2.008 -1.484 2.596
H: 1.217 -2.233 2.685
H: 2.968 -1.928 2.857
H: 1.792 -0.646 3.263
H: -0.595 -1.757 0.315
H: 0.779 -0.760 -1.862
N: -1.004 4.237 1.299
C: 0.007 3.447 1.583
N: 1.041 3.758 2.333
S: 0.065 1.948 0.767
H: -1.073 5.177 1.677
H: -1.744 3.930 0.705
H: 1.779 3.106 2.486
H: 1.121 4.664 2.785

=====

What HOMO values result from the calculations? In sequence: -8.9 -9.9 eV.